Formula: C2H9NO4
Source: OMol25
Level of theory: ωB97M-V with the def2-TZVPD basis set

The geometry in XYZ format:
```
16
Properties=species:S:1:pos:R:3:forces:R:3
C -2.69289 -1.23428 1.30297 0.8 -0.6 -0.2
N -1.58790 -1.63293 0.39972 -2.0 -2.4 -1.9
C -0.29306 -1.31748 0.42582 2.7 3.0 -1.8
O 0.50767 -1.29695 -0.53800 -1.7 -1.6 1.7
O 0.09627 -0.67405 1.55728 1.3 -0.4 0.3
H -2.36054 -0.27146 1.74851 -0.6 -0.9 0.2
H -2.77040 -2.11723 1.95856 -0.4 1.0 0.7
H -3.69205 -1.12483 0.78363 1.4 0.0 0.2
H -1.79532 -2.46512 -0.21826 0.4 1.8 0.8
H 1.08380 -0.50399 1.42936 -1.9 0.0 0.0
O 1.18114 3.44975 -2.43505 -3.0 2.0 -1.8
H 1.14507 3.44571 -3.41400 -0.9 0.5 0.6
H 1.93291 2.96343 -2.39969 3.9 -2.5 1.1
O 2.08597 1.43716 -0.08074 0.1 1.4 -0.8
H 2.74415 1.12819 -0.74500 -0.9 0.5 0.7
H 1.77500 2.35915 -0.34179 0.7 -1.9 0.3
```
Forces are in eV/Å.

Computed properties:
Relative energy (zero: lowest compared OMol25 entry of this formula, charge and spin) ... 27.6 kcal per mole
Highest occupied orbital energy ... -9.46 eV
E_tot ... -437.3034 Eh
SMILES string ... CNC(=O)O.O.O
M ... 111.097 g mol⁻¹



Formula: C2H9NOP
Source: OMol25
Level of theory: ωB97M-V with the def2-TZVPD basis set

The geometry in XYZ format:
```
14
Properties=species:S:1:pos:R:3:forces:R:3
C 0.18087 -1.09970 -1.28518 1.0 -2.7 -0.4
C -0.94380 0.43263 0.28843 -0.5 0.9 3.0
N 0.11074 0.25820 -0.68962 -0.6 -0.5 -1.5
O 1.66162 0.46446 1.70997 0.0 -1.8 0.4
P 0.22479 0.54255 2.56695 0.0 2.2 -3.0
H -0.77947 -1.57375 -1.29075 -0.8 0.1 -0.2
H 0.62159 -1.25145 -2.33278 -0.4 1.1 1.6
H 0.76044 -1.76243 -0.57251 -0.4 0.9 -0.8
H -1.46124 1.42136 0.24664 0.7 -0.9 -0.3
H -1.61250 -0.38627 0.11105 -0.6 -0.2 0.7
H 0.99424 0.26486 -0.21609 1.3 1.7 0.3
H -0.10564 0.94064 -1.42020 1.2 0.2 0.1
H 2.00372 -0.45792 1.78597 0.1 0.9 0.0
H 0.45202 2.07183 2.56984 -1.0 -1.9 0.0
```
Forces are in eV/Å.

Computed properties:
Relative energy (zero: lowest compared OMol25 entry of this formula, charge and spin) ... 47.8 kcal per mole
Highest occupied orbital energy ... -13.66 eV
Charge ... +1
E_tot ... -552.6043 Eh
M ... 94.074 g mol⁻¹



Formula: C2H9NS
Source: OMol25
Level of theory: ωB97M-V with the def2-TZVPD basis set

The geometry in XYZ format:
```
13
Properties=species:S:1:pos:R:3:forces:R:3
C -0.10456 0.39019 -0.17493 -1.2 0.1 -0.3
N -1.35091 0.93447 -0.76154 -0.1 0.2 0.3
C -2.37162 1.17859 0.25255 -0.3 0.3 -0.4
H 0.62818 1.16133 0.04292 0.2 0.0 0.1
H -0.40531 -0.11699 0.74087 0.3 -0.1 0.1
H 0.27937 -0.35304 -0.86014 0.5 -0.1 -0.1
H -1.18745 1.84209 -1.17907 0.3 -0.2 -0.3
H -2.73296 0.24625 0.68199 0.1 -0.1 0.1
H -3.23772 1.66612 -0.21499 0.2 -0.1 0.1
H -2.01619 1.84488 1.04181 0.0 0.0 0.3
S 4.34466 -3.32008 0.57119 -0.1 -0.4 0.7
H 3.24605 -2.58874 0.39186 -0.1 0.1 -0.1
H 4.90846 -2.88507 -0.53251 0.3 0.3 -0.6
```
Forces are in eV/Å.

Computed properties:
Relative energy (zero: lowest compared OMol25 entry of this formula, charge and spin) ... 18.0 kcal per mole
Highest occupied orbital energy ... -8.87 eV
E_tot ... -534.5010 Eh
SMILES string ... CNC.S
M ... 79.168 g mol⁻¹



Formula: C2H9NS
Source: OMol25
Level of theory: ωB97M-V with the def2-TZVPD basis set

The geometry in XYZ format:
```
13
Properties=species:S:1:pos:R:3:forces:R:3
H 1.71219 -2.41979 2.90371 0.8 0.0 0.4
H 1.06006 -2.43517 2.60218 -0.8 0.0 -0.4
C 1.12078 0.35755 -0.88817 0.0 -0.4 0.0
C 0.61460 -0.82778 -0.14981 0.2 -0.6 -0.2
S 0.01941 -0.71309 -1.86916 0.1 0.0 0.2
H 0.76928 1.36523 -0.72725 -0.1 0.0 0.3
H 2.16026 0.28776 -1.18048 0.0 0.1 0.0
H -0.12980 -0.86219 0.63384 -0.2 0.7 -0.1
H 1.32442 -1.63313 0.01454 0.1 0.1 -0.2
N -2.04000 1.95734 -0.23289 -0.3 0.1 0.5
H -1.36377 1.29294 -0.56577 0.1 -0.2 -0.6
H -2.67121 2.20197 -0.98882 0.2 -0.2 0.0
H -2.57622 1.42835 0.44810 -0.1 0.2 0.0
```
Forces are in eV/Å.

Computed properties:
Relative energy (zero: lowest compared OMol25 entry of this formula, charge and spin) ... 36.8 kcal per mole
Highest occupied orbital energy ... -8.94 eV
E_tot ... -534.4710 Eh
SMILES string ... [H][H].C1CS1.N
M ... 79.168 g mol⁻¹



Formula: C2H9NS
Source: OMol25
Level of theory: ωB97M-V with the def2-TZVPD basis set

The geometry in XYZ format:
```
13
Properties=species:S:1:pos:R:3:forces:R:3
H -1.99506 6.51591 0.15669 0.0 0.0 -0.1
H -1.90347 6.71295 -0.55555 0.0 0.0 0.1
C 2.10286 -0.90924 -1.50745 2.3 1.1 -1.8
C 1.14299 -0.81409 -0.42275 -1.7 -0.1 -1.6
S 1.40665 0.81669 -1.23917 1.0 -0.1 1.3
H 3.15277 -1.19271 -1.35137 -0.3 0.7 0.8
H 2.04032 -0.87733 -2.61406 -1.4 -1.5 0.8
H 1.43202 -0.98820 0.61415 0.1 0.2 -0.4
H 0.14709 -1.09171 -0.76630 0.0 -0.4 0.9
N -1.91574 -1.85419 1.76856 0.1 1.0 0.9
H -2.53036 -2.54025 1.36392 0.5 -0.4 -0.1
H -2.15774 -1.73848 2.74586 -0.4 0.1 -0.1
H -0.92232 -2.03938 1.80746 -0.2 -0.6 -0.7
```
Forces are in eV/Å.

Computed properties:
Relative energy (zero: lowest compared OMol25 entry of this formula, charge and spin) ... 58.1 kcal per mole
Highest occupied orbital energy ... -8.59 eV
E_tot ... -534.4371 Eh
SMILES string ... [H][H].C1CS1.N
M ... 79.168 g mol⁻¹



Formula: C2H9NS
Source: OMol25
Level of theory: ωB97M-V with the def2-TZVPD basis set

The geometry in XYZ format:
```
13
Properties=species:S:1:pos:R:3:forces:R:3
N 2.72382 -1.63895 1.72528 -4.1 -2.4 -0.4
H 1.75069 -1.40685 1.31009 2.1 -0.6 0.8
H -0.44271 1.47168 7.17887 0.1 0.1 0.6
H 3.16620 -0.78995 1.80215 1.4 2.3 0.6
H 2.48551 -2.02896 2.66393 0.6 0.6 -1.0
C 0.20387 0.56980 -0.63681 -0.4 0.0 -1.0
C -0.53072 -0.75890 -0.99208 0.5 2.7 -0.9
S -1.47909 0.89303 -1.25746 0.1 -1.2 1.3
H -0.29590 1.58525 7.91540 -0.1 -0.1 -0.6
H 0.53389 0.76262 0.39717 -0.8 -0.2 -0.3
H 0.73804 1.31037 -1.30964 0.2 -1.8 0.3
H -0.86399 -1.36325 -0.14568 -0.1 0.3 -0.2
H -0.51199 -1.22217 -1.99649 0.5 0.2 0.8
```
Forces are in eV/Å.

Computed properties:
2S+1 ... 2
Relative energy (zero: lowest compared OMol25 entry of this formula, charge and spin) ... 72.2 kcal per mole
Highest occupied orbital energy (alpha / beta) ... -13.32 / -13.32 eV
Charge ... +1
E_tot ... -534.1089 Eh
M ... 79.168 g mol⁻¹



Formula: C2H9NS
Source: OMol25
Level of theory: ωB97M-V with the def2-TZVPD basis set

The geometry in XYZ format:
```
13
Properties=species:S:1:pos:R:3:forces:R:3
N -1.45040 -1.02032 -3.12030 0.4 -0.3 -0.1
H -1.58961 -1.83066 -2.52993 0.0 -0.1 -0.2
H 3.09274 5.09425 3.66003 0.0 0.0 0.0
H -1.23188 -0.21506 -2.56720 -0.1 0.5 0.2
H -0.68918 -1.16023 -3.78279 -0.3 -0.2 0.2
C -0.69719 -1.40803 1.12241 1.8 -1.5 -1.0
C 0.00273 -0.32114 0.50125 -0.3 2.1 -0.8
S 0.92249 -1.67186 -0.20635 -1.1 -0.4 0.5
H 3.58232 5.63449 3.79817 0.0 0.0 0.0
H -0.37071 -1.96559 1.99774 -0.3 0.4 0.2
H -1.54040 -1.73201 0.53341 -0.4 -0.3 0.5
H 0.60364 0.50705 0.87692 0.0 -0.5 0.7
H -0.63457 0.08910 -0.28336 0.2 0.2 -0.2
```
Forces are in eV/Å.

Computed properties:
2S+1 ... 2
Relative energy (zero: lowest compared OMol25 entry of this formula, charge and spin) ... 66.8 kcal per mole
Highest occupied orbital energy (alpha / beta) ... -14.13 / -13.78 eV
Charge ... +1
E_tot ... -534.1174 Eh
M ... 79.168 g mol⁻¹



Formula: C2H9NS2
Source: OMol25
Level of theory: ωB97M-V with the def2-TZVPD basis set

The geometry in XYZ format:
```
14
Properties=species:S:1:pos:R:3:forces:R:3
C 0.61757 -0.90292 1.38017 -0.9 1.1 -3.5
N -0.64929 -0.13203 1.21630 0.5 1.1 0.3
C -1.60235 -0.52586 0.20346 -0.9 0.0 -0.7
H 1.04509 -0.64693 2.28047 0.9 0.5 2.1
H 0.50220 -1.97249 1.33172 -0.3 -0.3 -0.1
H 1.32463 -0.54837 0.56088 -0.4 -0.8 0.8
H -0.35549 0.81298 0.93656 -0.1 -0.5 0.5
H -1.12956 -0.76008 -0.74788 0.2 -0.6 -0.3
H -2.30234 0.30812 -0.13989 0.8 -0.8 1.2
H -2.21497 -1.37167 0.56698 0.3 0.3 -0.4
S 2.27153 1.16769 -2.21705 -1.7 0.3 0.0
S 0.12304 1.65504 -2.14020 1.5 -0.7 -0.4
H 2.07195 0.02987 -1.53849 0.2 0.0 0.1
H 0.29798 2.88666 -1.69302 0.1 0.4 0.3
```
Forces are in eV/Å.

Computed properties:
Relative energy (zero: lowest compared OMol25 entry of this formula, charge and spin) ... 31.1 kcal per mole
Highest occupied orbital energy ... -8.65 eV
E_tot ... -932.6745 Eh
SMILES string ... CNC.SS
M ... 111.235 g mol⁻¹



Formula: C2H9NS2
Source: OMol25
Level of theory: ωB97M-V with the def2-TZVPD basis set

The geometry in XYZ format:
```
14
Properties=species:S:1:pos:R:3:forces:R:3
C -1.95832 -0.70506 0.02491 -0.6 0.9 0.2
N -1.06999 0.45637 -0.24564 -0.3 -1.4 -0.2
C -0.55649 1.03717 0.99819 0.0 -0.2 -1.1
H -2.98947 -0.45281 -0.24337 0.0 0.0 -0.1
H -1.98693 -0.91804 1.09584 0.2 -0.2 0.0
H -1.70166 -1.61309 -0.51746 0.3 0.1 0.0
H -0.34473 0.07607 -0.84510 0.3 0.6 0.3
H -0.09326 0.29697 1.66035 0.0 0.1 0.1
H 0.18612 1.77968 0.70716 -0.1 0.2 0.3
H -1.42221 1.49466 1.47275 0.2 0.2 0.3
S 3.00801 -1.48016 -1.08052 -0.7 1.5 -0.5
S 3.12841 0.69508 -1.22528 0.5 -1.3 0.4
H 1.73476 -1.37380 -1.54939 0.4 -0.4 0.3
H 4.06575 0.70698 -0.25245 -0.3 0.3 -0.2
```
Forces are in eV/Å.

Computed properties:
Relative energy (zero: lowest compared OMol25 entry of this formula, charge and spin) ... 28.9 kcal per mole
Highest occupied orbital energy ... -8.81 eV
E_tot ... -932.6780 Eh
SMILES string ... CNC.SS
M ... 111.235 g mol⁻¹



Formula: C2H9NS2
Source: OMol25
Level of theory: ωB97M-V with the def2-TZVPD basis set

The geometry in XYZ format:
```
14
Properties=species:S:1:pos:R:3:forces:R:3
C 0.08291 -0.20057 -0.04170 1.1 -0.2 -0.5
C 1.57756 -0.49268 -0.18332 0.3 -0.3 0.1
S 1.85377 -2.29530 -0.19070 -0.1 -0.3 0.0
N -0.01857 1.26154 -0.07512 -2.6 -0.1 0.4
H -0.36020 -0.72442 0.82205 0.1 0.3 -0.1
H -0.39969 -0.58041 -0.95627 0.0 0.0 0.3
H 2.17147 -0.03376 0.62183 -0.3 -0.1 -0.2
H 1.85840 -0.05672 -1.13768 0.3 0.0 0.0
H 3.19964 -2.41215 -0.19938 -0.3 0.4 0.0
H -2.52207 0.52563 -1.08985 -0.5 0.3 3.9
H 0.31502 1.62893 0.80034 0.5 0.2 0.4
H -1.07066 1.41488 0.05509 2.4 0.5 -0.7
S -2.74469 0.72670 0.95790 -0.9 -0.5 -3.8
H -3.94289 1.23831 0.61682 0.0 0.0 0.3
```
Forces are in eV/Å.

Computed properties:
Relative energy (zero: lowest compared OMol25 entry of this formula, charge and spin) ... 83.8 kcal per mole
Highest occupied orbital energy ... -8.93 eV
E_tot ... -932.5906 Eh
M ... 111.235 g mol⁻¹



Which of these has the lowest E_tot?
number 9